A.
{
  "formula": "CH2P2S3",
  "method": "ωB97M-V/def2-TZVPD",
  "elements": ["C", "P", "P", "S", "S", "S", "H", "H"],
  "positions_angstrom": [[0.70, 0.75, 0.03], [0.19, 0.26, 1.68], [-0.50, 0.19, -1.49], [-2.31, 0.64, -0.96], [-0.45, -1.71, 1.31], [-0.43, -1.94, -0.68], [1.23, 1.74, 0.15], [1.58, 0.08, -0.05]],
  "mulliken_charge": [-0.8889, 0.3122, 0.1655, -0.3596, 0.0414, -0.0897, 0.3958, 0.4232],
  "homo_energy_ev": [-7.96, -7.96],
  "orbital_gap_ev": [5.449, 5.456],
  "mol_weight_g_mol": 172.18
}



B.
{
  "formula": "CH2P2S3",
  "method": "ωB97M-V/def2-TZVPD",
  "elements": ["C", "P", "P", "S", "S", "S", "H", "H"],
  "positions_angstrom": [[-0.89, -0.14, 0.61], [0.04, -1.49, 0.19], [-2.11, 0.02, -0.54], [-1.04, -1.48, -1.65], [1.92, -0.50, -0.05], [1.40, 1.39, -0.71], [-0.70, 0.28, 1.55], [1.38, 1.92, 0.60]],
  "mulliken_charge": [-0.3091, 0.1152, -0.0095, -0.2263, -0.1096, -0.1858, 0.5448, 0.1803],
  "homo_energy_ev": -8.92,
  "orbital_gap_ev": 8.191,
  "mol_weight_g_mol": 172.18
}



The energy of each structure relative to the most stable one, in kJ/mol, is as follows: A 63.4; B 0.0.



A.
{
  "formula": "C3H4N2O2S",
  "method": "ωB97M-V/def2-TZVPD",
  "elements": ["H", "N", "C", "C", "O", "N", "O", "C", "S", "H", "H", "H"],
  "positions_angstrom": [[0.12, -1.64, -2.23], [-0.09, -0.73, -1.92], [-0.20, -0.85, -0.59], [0.13, -2.08, 0.21], [0.92, -1.91, 1.28], [-0.52, 0.23, 0.21], [-0.47, 1.55, -0.29], [0.09, 2.56, 0.49], [0.44, 2.43, 2.08], [-0.13, -3.16, -0.32], [-0.26, 0.10, 1.22], [-0.03, 3.50, -0.14]],
  "mulliken_charge": [0.2221, -0.6124, 0.6757, -0.0860, -0.4680, -0.2655, -0.1382, 0.1093, -0.3112, 0.2644, 0.3106, 0.2990],
  "homo_energy_ev": -9.66,
  "orbital_gap_ev": 8.571,
  "smiles": "[H]/N=C(\\C=O)NOC=S",
  "mol_weight_g_mol": 132.14
}



B.
{
  "formula": "C3H4N2O2S",
  "method": "ωB97M-V/def2-TZVPD",
  "elements": ["O", "S", "O", "C", "C", "H", "H", "N", "C", "N", "H", "H"],
  "positions_angstrom": [[-0.05, -2.00, -0.28], [0.65, -0.98, 0.47], [0.97, -0.98, 1.93], [1.85, -0.30, -0.58], [0.83, 0.53, -0.39], [2.64, -0.14, -1.24], [0.61, 1.59, -0.77], [-2.58, -0.28, -1.12], [-2.14, -0.43, -0.02], [-1.56, -0.12, 0.96], [-2.49, -0.87, -1.90], [-1.64, -0.49, 1.90]],
  "mulliken_charge": [-0.5805, 0.7823, -0.5899, -0.2177, -0.2068, 0.4592, 0.3241, -0.5258, 0.4940, -0.5075, 0.2825, 0.2862],
  "homo_energy_ev": -10.13,
  "orbital_gap_ev": 10.871,
  "smiles": "O=S1(=O)C=C1.N=C=N",
  "mol_weight_g_mol": 132.14
}



C.
{
  "formula": "C3H4N2O2S",
  "method": "ωB97M-V/def2-TZVPD",
  "elements": ["C", "C", "C", "N", "N", "O", "O", "S", "H", "H", "H", "H"],
  "positions_angstrom": [[0.63, 1.28, 0.33], [1.40, -0.58, -0.73], [-0.75, -0.28, 0.86], [1.43, 0.69, -0.40], [-1.72, 0.02, -0.02], [-2.76, 0.56, 0.31], [-1.49, -0.28, -1.17], [0.20, -1.61, 0.29], [0.57, 2.26, 0.78], [0.98, -0.83, -1.66], [2.47, -0.89, -0.57], [-0.95, -0.34, 1.98]],
  "mulliken_charge": [0.0616, -0.3220, -0.4896, -0.3427, 0.9876, -0.6263, -0.5489, -0.1374, 0.3683, 0.2950, 0.3342, 0.4203],
  "homo_energy_ev": -9.08,
  "orbital_gap_ev": 8.610,
  "mol_weight_g_mol": 132.14
}



The energy of each structure relative to the most stable one, in kJ/mol, is as follows: A 0.0; B 101.5; C 167.9.



A.
{
  "formula": "C7H9NO2",
  "method": "ωB97M-V/def2-TZVPD",
  "elements": ["C", "C", "C", "C", "C", "N", "C", "O", "C", "O", "H", "H", "H", "H", "H", "H", "H", "H", "H"],
  "positions_angstrom": [[-0.81, 1.02, 1.13], [0.13, -0.09, 0.73], [-0.69, -1.09, -0.11], [1.29, 0.51, -0.04], [1.35, 1.11, -1.35], [0.65, 1.38, -2.49], [2.74, 1.63, -1.07], [3.48, 2.50, -1.50], [2.67, 0.84, 0.26], [3.40, 0.59, 1.23], [-1.01, 1.54, 0.09], [-0.47, 1.82, 1.77], [-1.71, 0.59, 1.45], [0.42, -0.62, 1.62], [-0.60, -0.70, -1.09], [-1.72, -1.16, 0.10], [-0.22, -2.07, -0.04], [-0.41, 1.07, -2.49], [1.06, 1.61, -3.41]],
  "mulliken_charge": [-1.2751, 0.3386, -1.2836, 0.1456, 0.4153, -0.4520, 0.4540, -0.5907, 0.0180, -0.6516, 0.1926, 0.3504, 0.4219, 0.4183, 0.2796, 0.4124, 0.2959, 0.2692, 0.2412],
  "homo_energy_ev": -9.06,
  "orbital_gap_ev": 9.335,
  "smiles": "CC(C)c1c(N)c(=O)c1=O",
  "mol_weight_g_mol": 139.15
}



B.
{
  "formula": "C7H9NO2",
  "method": "ωB97M-V/def2-TZVPD",
  "elements": ["C", "C", "C", "C", "C", "C", "C", "N", "O", "O", "H", "H", "H", "H", "H", "H", "H", "H", "H"],
  "positions_angstrom": [[1.71, -0.89, -0.44], [1.00, -1.99, -0.21], [-1.03, -1.02, -0.01], [-2.38, 0.79, -0.08], [1.18, 0.50, -0.36], [-0.24, 0.52, -0.88], [1.04, 0.86, 1.10], [-0.34, -2.06, 0.22], [-2.13, -0.57, 0.41], [-1.18, 1.41, -0.36], [2.77, -1.13, -0.73], [1.43, -3.05, -0.10], [-3.26, 0.76, -0.84], [-2.91, 1.27, 0.69], [1.71, 1.19, -0.86], [-0.28, 0.42, -1.91], [0.53, 0.20, 1.71], [0.39, 1.80, 1.21], [1.98, 1.00, 1.44]],
  "mulliken_charge": [-0.5269, -0.0249, 0.6242, -0.0597, -0.0067, -0.5957, -1.5264, -0.6226, -0.3365, -0.3828, 0.2785, 0.3464, 0.2310, 0.2173, 0.7086, 0.4867, 0.4117, 0.2631, 0.5147],
  "homo_energy_ev": -8.61,
  "orbital_gap_ev": 9.450,
  "mol_weight_g_mol": 139.15
}



C.
{
  "formula": "C7H9NO2",
  "method": "ωB97M-V/def2-TZVPD",
  "elements": ["C", "O", "N", "C", "C", "C", "C", "C", "C", "O", "H", "H", "H", "H", "H", "H", "H", "H", "H"],
  "positions_angstrom": [[1.87, -1.42, 1.52], [2.02, -0.24, 0.89], [0.87, 0.32, 0.56], [0.31, 1.43, 1.11], [-0.83, 1.76, 0.40], [-1.00, 0.80, -0.61], [-2.17, 0.61, -1.50], [0.12, -0.06, -0.53], [0.44, -1.16, -1.34], [1.36, -2.00, -1.29], [2.86, -1.92, 1.40], [1.07, -1.94, 1.17], [1.66, -1.23, 2.69], [0.84, 1.93, 1.88], [-1.39, 2.62, 0.70], [-2.61, 1.59, -1.70], [-2.15, -0.08, -2.27], [-2.96, 0.27, -0.88], [-0.31, -1.28, -2.21]],
  "mulliken_charge": [-0.6108, -0.3321, 0.3129, -0.3858, -0.7955, 0.9311, -1.6313, 0.3729, -0.2458, -0.5426, 0.2130, 0.3835, 0.2178, 0.4600, 0.4239, 0.3238, 0.4645, 0.3547, 0.0859],
  "homo_energy_ev": -8.84,
  "orbital_gap_ev": 9.264,
  "smiles": "COn1ccc(C)c1C=O",
  "mol_weight_g_mol": 139.15
}



The energy of each structure relative to the most stable one, in kJ/mol, is as follows: A 0.0; B 167.6; C 128.2.



A.
{
  "formula": "CHClN2",
  "method": "ωB97M-V/def2-TZVPD",
  "elements": ["C", "N", "N", "Cl", "H"],
  "positions_angstrom": [[0.39, -0.94, -0.06], [0.53, -2.05, -0.21], [-2.95, 0.29, -1.05], [-3.40, -0.29, 0.30], [0.25, 0.11, 0.06]],
  "mulliken_charge": [0.0512, -0.3211, -0.1678, 0.1678, 0.2698],
  "homo_energy_ev": [-9.87, -9.89],
  "orbital_gap_ev": [8.659, 8.685],
  "mol_weight_g_mol": 76.49
}



B.
{
  "formula": "CHClN2",
  "method": "ωB97M-V/def2-TZVPD",
  "elements": ["C", "N", "N", "Cl", "H"],
  "positions_angstrom": [[0.24, 0.11, 1.15], [1.12, -1.78, -1.06], [1.47, -1.42, -2.04], [-0.25, -1.34, 1.73], [0.20, 0.84, 2.05]],
  "mulliken_charge": [-0.2015, 0.1988, -0.1928, 0.0193, 0.1762],
  "homo_energy_ev": -9.13,
  "orbital_gap_ev": 8.293,
  "mol_weight_g_mol": 76.49
}



The energy of each structure relative to the most stable one, in kJ/mol, is as follows: A 184.3; B 0.0.